# 1
This record from the OMol25 dataset describes a molecular structure, C27H86ClO22V. The level of theory is ωB97M-V/def2-TZVPD.

Last column: Löwdin charge in e.
CARTESIAN COORDINATES (ANGSTROEM)
O 1.0074 0.4389 2.0367  -0.3008
V 1.2864 -0.5248 0.8289  0.9327
O 0.1595 -0.2049 -0.2965  -0.3028
Cl 2.4043 -5.7580 -1.7209  0.5792
O 2.3943 -5.9251 -0.3182  -0.3455
O 1.6995 -6.8016 -2.3749  -0.3240
O 1.8998 -4.4456 -2.0424  -0.3925
O 3.7374 -5.8642 -2.1334  -0.3425
O 2.3990 -2.0409 -0.4671  -0.0415
H 2.2348 -2.7738 -1.0605  0.0329
H 3.3384 -2.0829 -0.2882  0.0381
O 2.6564 1.0841 -0.4894  -0.0507
H 2.2755 1.8660 -0.8891  0.0012
H 3.5224 1.0075 -0.8897  0.0483
O 0.2048 -2.1462 1.8186  -0.0376
H -0.1195 -2.2380 2.7145  0.0425
H -0.1956 -2.8738 1.3427  0.0343
O -1.5478 -1.2073 3.8712  -0.0430
H -0.9039 -1.1100 4.5728  -0.0157
H -2.3913 -1.2396 4.3224  0.0506
O 3.4959 -0.5662 1.6602  -0.0485
H 4.2505 -0.6674 1.0800  0.0180
H 3.8759 -0.4686 2.5333  0.0784
O 5.2333 -0.9826 -0.5484  -0.0220
H 5.3922 -1.7670 -1.0736  0.0756
H 5.7369 -0.2955 -0.9848  0.0681
O 2.1767 3.4527 -1.4891  -0.0397
H 1.3390 3.5054 -1.0288  0.0263
H 2.3883 4.3604 -1.7069  0.0678
C 4.3718 -0.7362 -5.9037  -0.0495
C 3.2493 -0.0483 -5.0979  -0.4683
C 3.2391 -0.5263 -3.6118  -0.0415
O 3.6491 1.2884 -5.0569  -0.0672
H 5.3684 -0.3789 -5.6445  0.0793
H 4.3710 -0.3844 -6.9353  0.0720
H 4.3762 -1.8225 -5.8146  0.0801
H 2.2127 -0.1328 -5.4242  0.1265
H 3.1380 -1.6114 -3.5911  0.0784
H 2.2556 -0.3423 -3.1794  0.0577
H 4.0543 -0.2212 -2.9558  0.0620
H 3.5473 1.5676 -5.9698  0.0801
C 2.4559 -0.2103 5.6174  -0.0569
C 1.5042 -1.2545 5.1791  -0.4818
C 1.9506 -2.6330 5.6396  -0.0449
O 0.3157 -1.1319 5.9368  -0.0838
H 3.4631 -0.3591 5.2281  0.0795
H 2.5343 -0.2261 6.7045  0.0968
H 2.3514 0.8263 5.2970  0.0823
H 1.3494 -1.2172 4.1008  0.1109
H 2.8698 -2.8949 5.1156  0.0778
H 1.2754 -3.4468 5.3751  0.0872
H 2.1898 -2.6374 6.7030  0.0899
H 0.3446 -0.5451 6.6961  0.0897
C 3.0400 4.7914 1.7818  -0.0344
C 1.5804 4.3268 1.5201  -0.4746
C 0.6571 4.6862 2.6899  -0.0387
O 1.1240 4.9528 0.3476  -0.0768
H 3.0612 5.8663 1.6021  0.0773
H 3.5588 4.4190 0.8984  0.0699
H 3.4744 4.5242 2.7451  0.0854
H 1.6283 3.2602 1.3004  0.1182
H 0.6235 4.0465 3.5718  0.0684
H -0.3456 5.0014 2.4013  0.0774
H 1.0190 5.6241 3.1113  0.0729
H 1.1801 5.8997 0.4957  0.1035
C -0.6703 3.6220 6.9069  -0.0561
C -1.4392 2.3322 6.8550  -0.4608
C -1.2755 1.6181 5.5393  -0.0579
O -0.9360 1.4702 7.9364  -0.0682
H 0.3887 3.4096 6.7601  0.0849
H -0.9354 4.1731 7.8091  0.0835
H -0.8578 4.2381 6.0274  0.0714
H -2.5110 2.3604 7.0512  0.1370
H -1.9623 0.7731 5.4908  0.0763
H -0.2423 1.3308 5.3443  0.0704
H -1.3829 2.3047 4.6995  0.0809
H -1.6059 1.4889 8.6237  0.0786
C -4.1486 -1.8771 -0.6966  -0.0630
C -5.1212 -2.9593 -1.2272  -0.4772
C -6.6273 -2.5632 -1.2921  -0.0381
O -4.6299 -3.3094 -2.4894  -0.0387
H -4.4261 -1.6183 0.3253  0.0698
H -4.1718 -0.9183 -1.2145  0.0704
H -3.1318 -2.2369 -0.5393  0.0705
H -5.0120 -3.7352 -0.4695  0.1143
H -7.1962 -3.3136 -1.8410  0.0734
H -6.6726 -1.5808 -1.7621  0.0749
H -7.1702 -2.4714 -0.3514  0.0706
H -3.7016 -3.0664 -2.5197  0.0629
C -2.9806 1.5605 1.4129  -0.0434
C -2.9873 2.7569 0.4649  -0.4563
C -1.9447 2.7354 -0.6215  -0.0492
O -4.3219 2.7101 -0.0795  -0.0668
H -1.9107 1.3768 1.5112  0.0579
H -3.1729 0.5548 1.0389  0.0707
H -3.4408 1.7397 2.3846  0.0810
H -2.8908 3.6903 1.0193  0.1336
H -2.0468 1.7891 -1.1528  0.0752
H -0.9620 2.7219 -0.1500  0.0704
H -2.0342 3.5456 -1.3452  0.0697
H -4.3667 2.0995 -0.8190  0.0763
C -2.0651 -4.9791 1.7434  -0.0299
C -0.8846 -5.2104 0.7694  -0.4883
C -1.3430 -6.2894 -0.1602  -0.0576
O -0.7054 -4.0891 -0.0675  -0.0594
H -1.7519 -4.1483 2.3757  0.0544
H -2.4222 -5.8362 2.3144  0.0891
H -2.9311 -4.5577 1.2330  0.0722
H 0.0291 -5.5411 1.2632  0.1383
H -0.5316 -6.4550 -0.8690  0.0677
H -2.2134 -5.8642 -0.6599  0.0889
H -1.5765 -7.2597 0.2781  0.0904
H -0.0149 -4.1332 -0.7330  0.0726
C -2.2613 -0.5980 -5.8719  -0.0399
C -2.1604 -0.9786 -4.3581  -0.4811
C -0.7042 -1.1674 -3.8242  -0.0296
O -2.9396 -0.0231 -3.7286  -0.0456
H -1.8276 -1.3381 -6.5444  0.0721
H -1.8071 0.3778 -6.0441  0.0635
H -3.3203 -0.5318 -6.1211  0.0762
H -2.6357 -1.9439 -4.1838  0.1199
H -0.7098 -1.3522 -2.7500  0.0622
H -0.0523 -0.2977 -3.9064  0.0506
H -0.2814 -2.0124 -4.3676  0.0875
H -2.3127 0.6756 -3.5275  0.0680
C -1.1733 3.8388 -4.0449  -0.0576
C 0.1193 4.1135 -4.6996  -0.5178
C 0.6587 2.9123 -5.5074  -0.0430
O -0.0600 5.2394 -5.5075  -0.0285
H -1.1082 2.9210 -3.4604  0.0650
H -2.0272 3.7575 -4.7174  0.0982
H -1.3998 4.6744 -3.3826  0.0841
H 0.9132 4.3439 -3.9892  0.1211
H 0.7808 1.9775 -4.9602  0.0623
H 1.5732 3.0583 -6.0822  0.0670
H -0.0470 2.6687 -6.3016  0.0798
H 0.7034 5.2442 -6.0896  0.0869

Force components x, y, z for each atom (eV/Å):
0.1 0.0 -0.2
-2.2 0.3 -2.1
1.9 -0.5 2.1
1.1 -1.7 -0.1
-1.1 0.1 2.1
-1.7 0.1 -0.3
-1.2 1.5 -0.3
2.7 0.7 -1.1
0.1 1.0 1.0
-0.6 -1.0 -0.7
0.2 0.0 0.1
-0.2 -1.3 1.0
0.0 0.5 -0.4
0.1 -0.2 -0.1
1.4 0.7 -0.3
-0.4 0.7 0.6
-0.3 -0.7 -1.4
-0.1 -0.3 -0.8
0.4 0.2 0.9
-0.2 -0.1 0.0
-0.4 -0.3 0.0
0.5 -0.1 -0.6
-0.3 0.1 0.4
-0.2 0.1 0.3
0.1 -0.4 -0.2
0.2 0.2 -0.1
0.2 -0.6 -0.7
-0.4 0.6 0.1
0.0 0.1 0.1
-0.4 -0.2 -0.4
2.0 -1.0 2.2
-1.3 -1.0 -0.9
-0.5 1.5 -0.2
-0.2 0.1 1.0
-0.6 -0.5 -0.4
-0.2 0.0 -0.4
0.1 -0.4 -0.7
0.7 -0.4 -0.2
0.2 1.0 0.4
0.0 0.2 -0.4
0.2 0.6 -0.1
1.9 1.1 0.0
0.0 -1.1 1.7
1.6 -0.5 -1.2
-2.0 0.3 -0.7
0.3 -0.7 0.1
0.1 0.1 0.1
-1.1 0.0 0.0
-0.5 0.1 0.0
0.4 -0.1 0.0
-0.4 0.3 0.2
-0.3 0.0 0.0
0.3 0.4 -0.1
-0.9 -0.1 -1.3
0.6 -0.1 1.5
0.1 1.0 0.5
-0.4 0.4 -0.4
0.0 0.3 0.6
0.7 -0.4 0.4
0.0 -0.1 -0.2
-0.4 -0.1 0.1
0.0 -0.5 -0.4
-0.2 -0.8 -0.3
0.4 0.3 0.1
-0.2 0.2 -0.1
-0.4 0.4 -0.6
0.3 -1.1 0.4
0.5 0.3 -0.4
-0.1 0.1 -0.6
0.1 -0.1 0.8
0.6 0.1 0.0
-0.6 0.2 0.0
-0.1 0.9 -0.1
0.3 0.1 -0.3
0.1 -0.5 0.5
-0.9 0.1 0.0
0.1 -0.1 0.1
-1.1 0.5 1.3
0.5 1.4 1.4
0.9 0.2 -0.3
-0.6 -0.7 -0.8
-0.3 0.0 0.3
0.1 -0.2 -0.5
0.1 -0.2 -0.6
-0.1 -0.8 -0.3
0.2 0.1 -0.4
-0.3 -0.1 -0.4
0.6 -0.1 0.4
0.0 -0.1 0.0
2.8 0.0 0.2
-2.1 -1.2 -0.2
0.1 -0.7 0.1
-0.3 1.4 -0.3
0.5 0.1 1.2
-1.1 0.4 -0.6
0.0 0.0 -0.2
-0.3 0.0 0.1
0.1 -0.2 -0.2
0.2 0.2 -0.2
-0.1 0.1 0.3
0.3 -0.2 0.0
0.9 1.7 -0.2
-1.4 -2.1 -0.2
0.5 -0.7 -0.8
-0.4 2.2 1.2
-0.2 -0.1 0.8
0.6 0.0 0.0
0.0 -0.2 -0.5
0.2 0.4 0.2
-0.2 -0.2 -0.4
-0.1 -0.4 -0.3
-0.1 0.1 0.3
0.5 -0.8 -0.1
0.1 -0.9 0.6
1.0 -0.8 -1.8
-1.0 0.4 0.0
0.0 0.9 1.5
0.2 0.0 0.0
0.1 0.0 0.0
0.0 0.1 0.1
-0.2 -0.1 -0.2
-0.2 -0.4 0.0
-0.1 0.3 -0.5
0.2 0.0 0.2
-0.3 0.5 0.2
-0.8 -0.1 1.0
1.5 -1.2 -0.6
-0.8 -0.3 -0.9
0.1 0.5 -0.8
-0.1 0.0 0.2
0.3 -0.1 -0.4
-0.1 -0.1 0.2
-0.1 0.0 0.6
0.1 0.3 0.5
0.4 0.5 0.5
-0.5 0.0 0.0
0.0 0.4 -0.3

Summary:
**F_max**: 3.2 eV/Å
**Energy**: -112639.79106 eV
**Charge**: 0

# 2
This record from the OMol25 dataset describes 15 unconnected molecules or ions with the total composition C4H38N2O15. The level of theory is ωB97M-V/def2-TZVPD.

Last column: Löwdin charge in e.
CARTESIAN COORDINATES (ANGSTROEM)
N 1.6787 -0.1043 -2.1880  0.0198
C 0.5948 0.7320 -1.6896  -0.2437
C -0.7601 0.0436 -1.8889  -0.2269
N -1.7063 0.5047 -0.8225  -0.0665
C -3.0931 0.1225 -1.2744  -0.1530
C -4.1163 0.7746 -0.3573  -0.2464
O -5.2856 0.5661 -0.5446  0.0437
H 2.5854 0.3539 -2.1431  0.0417
H 1.8603 -0.9563 -1.7080  0.0473
H 0.6588 1.7326 -2.1763  0.1000
H 0.5326 0.9551 -0.5864  0.1039
H -0.7544 -1.0683 -1.7208  0.1033
H -1.2088 0.3002 -2.8439  0.1100
H -1.3710 -0.0161 -0.0403  0.0301
H -3.2532 0.5775 -2.2773  0.1315
H -3.0778 -1.0146 -1.3204  0.1129
H -3.8368 1.3334 0.5976  0.1357
H -0.3476 -4.4985 1.0581  0.0343
H -0.2319 -4.6668 -0.5090  0.0651
O -0.0543 -4.0842 0.2404  -0.0493
H 0.6115 3.7260 -2.2157  0.0273
H -0.0003 4.9113 -1.7330  0.0752
O -0.1014 3.9441 -1.6059  -0.0690
H 2.9253 3.0339 0.5794  0.0272
H 2.8286 3.9869 1.7949  0.0599
O 2.9738 3.0432 1.5791  -0.0889
H 1.9597 1.4182 2.6358  0.0189
H 2.3254 0.6805 3.9040  0.0408
O 1.6160 1.1657 3.5093  -0.0426
H 4.3362 -1.5928 -0.0503  0.0612
H 3.3608 -0.5169 0.5126  0.0078
O 4.0448 -0.6589 -0.1251  -0.0747
H -0.6488 -1.6059 -3.6985  -0.0190
H 0.6992 -0.9681 -4.3108  0.0150
O -0.0263 -1.5845 -4.4036  -0.0517
H -1.5272 2.1578 2.6242  0.0489
H -0.2771 1.4875 3.1539  0.0180
O -1.0610 1.3234 2.6125  -0.0520
H -0.1097 -0.2991 1.5989  0.0255
H 0.5221 -1.4734 0.8929  0.0119
O -0.3061 -1.1474 1.2055  -0.0232
H -2.0923 -0.4692 2.6871  -0.0138
H -2.9307 -1.2009 1.6053  0.0008
O -2.8808 -0.9730 2.5262  -0.0333
H 2.1365 -2.3966 0.3072  0.0479
H 2.7379 -3.2335 1.4369  0.0606
O 2.8353 -2.3974 0.9960  -0.0534
H 4.4764 1.4123 -0.8429  0.0677
H 3.4011 2.1608 -1.6937  0.0415
O 4.0111 2.3082 -0.9302  -0.0906
H -1.7564 3.3597 -0.1002  0.0167
H -0.3468 2.9340 0.3728  0.0000
O -1.0910 3.5063 0.5628  -0.0775
H -1.6531 -3.0309 3.2031  0.0398
H -1.5261 -2.8973 1.7891  -0.0225
O -1.7967 -3.5738 2.4366  -0.0591
H -1.6291 -2.2404 -0.6242  -0.0094
H -2.4044 -3.2392 0.3712  0.0130
O -2.4498 -2.6477 -0.3684  -0.0385

Force components x, y, z for each atom (eV/Å):
0.6 1.1 -0.6
-0.4 -0.2 0.9
-1.1 0.5 1.2
-0.2 0.8 -2.5
2.0 0.2 0.7
-0.6 -1.2 0.9
-0.3 0.4 -0.2
-0.3 0.1 -0.1
-0.4 -0.7 0.6
-0.3 -1.0 0.1
0.9 -0.1 -0.6
0.9 0.6 -0.9
0.1 -0.3 -0.2
-0.6 -0.3 0.9
0.1 -0.5 0.5
-1.3 1.6 0.0
0.4 -0.3 -1.1
-0.2 -0.2 0.1
-0.1 0.0 0.4
0.6 0.3 -0.4
0.0 -0.7 -0.2
-0.8 -0.4 0.7
1.2 1.4 -1.5
0.5 -0.2 1.4
0.1 -0.8 0.0
-0.5 0.8 -1.3
0.1 0.5 0.3
0.6 -0.4 0.5
-0.5 0.2 -0.9
-0.6 1.1 0.2
-0.2 -0.2 0.7
1.5 0.2 -1.5
-0.1 0.5 0.9
-0.2 0.3 0.9
0.3 -1.0 -2.0
-0.3 0.4 -0.5
0.2 -0.2 0.2
0.5 -0.5 0.3
-0.1 0.7 0.5
0.9 -0.5 -0.1
-0.6 -0.2 -0.1
0.5 0.7 -0.2
0.2 0.0 -0.6
-1.0 -0.3 0.9
0.7 -0.4 0.5
-0.3 -0.7 0.4
-1.1 -0.1 -0.5
-0.9 1.6 0.1
0.8 0.3 0.8
0.0 -1.9 -1.0
0.0 -0.4 -0.5
-0.3 -0.1 -0.3
-0.3 0.5 1.9
-0.4 0.1 1.0
0.0 -0.2 0.2
0.7 -0.1 -1.0
0.7 -0.5 0.7
0.6 -0.4 0.3
-1.6 0.4 -0.9

Summary:
**F_max**: 2.7 eV/Å
**Energy**: -38455.72176 eV
**Relative energy (zero: lowest compared OMol25 entry of this formula, charge and spin)**: 152.13 kcal/mol
**Charge**: 0

# 3
This record from the OMol25 dataset describes a single C3H7NO molecule. The level of theory is ωB97M-V/def2-TZVPD.

Last column: Löwdin charge in e.
CARTESIAN COORDINATES (ANGSTROEM)
C 1.5283 0.8503 0.7741  -0.1313
N 0.5230 0.0805 0.1498  -0.0343
C 0.2183 -1.1093 -0.0508  -0.2496
O -0.9756 -1.3566 -0.6484  -0.1112
C -1.6921 -0.1479 -0.9210  -0.0999
H 2.4213 0.3536 1.1702  0.0714
H 1.8292 1.6026 0.0384  0.0781
H 1.0252 1.3811 1.5897  0.0804
H 0.7576 -2.0399 0.1754  0.1403
H -1.8332 0.4352 -0.0044  0.0853
H -1.1301 0.4858 -1.6156  0.0866
H -2.6502 -0.4394 -1.3465  0.0842

Force components x, y, z for each atom (eV/Å):
0.3 0.1 0.1
-0.5 -0.1 -0.2
0.2 0.4 0.2
0.0 -0.1 0.0
-0.2 0.1 -0.1
0.0 -0.2 -0.1
0.2 0.0 0.3
0.3 0.1 0.0
-0.1 0.2 0.0
-0.1 -0.2 -0.2
-0.2 -0.2 0.1
0.1 -0.1 0.0

Summary:
**F_max**: 0.6 eV/Å
**Energy**: -6760.81272 eV
**Relative energy (zero: lowest compared OMol25 entry of this formula, charge and spin)**: 44.68 kcal/mol
**Charge**: 0
**SMILES**: C/N=C/OC

# 4
This record from the OMol25 dataset describes a single C6H7NO molecule. The level of theory is ωB97M-V/def2-TZVPD.

Last column: Löwdin charge in e.
CARTESIAN COORDINATES (ANGSTROEM)
C -0.0009 1.3186 2.7154  0.1274
C -0.0616 0.5143 1.8074  -0.0953
C -0.2682 -0.4245 0.7288  -0.2437
C -0.4494 0.0899 -0.6999  -0.2331
C -1.3306 -0.6648 -1.6926  -0.0577
N 0.7556 -0.6029 -0.2407  0.0030
C 1.9972 -0.0038 -0.1877  -0.3066
O 2.6621 0.0637 0.8267  0.0491
H 0.2283 2.0818 3.4732  0.0486
H -0.7878 -1.3434 1.0584  0.1560
H -0.3985 1.1875 -0.7627  0.1525
H -0.9117 -0.6913 -2.7290  0.0805
H -2.3635 -0.1967 -1.7352  0.0914
H -1.4353 -1.7403 -1.4044  0.0856
H 2.3643 0.4120 -1.1578  0.1424

Force components x, y, z for each atom (eV/Å):
0.5 -0.1 -0.5
-0.3 1.3 1.3
-0.6 -0.3 0.6
-0.1 -0.7 0.2
-0.7 -0.1 -0.2
0.1 0.2 -1.2
0.9 0.5 1.0
-0.4 -0.2 -0.9
-0.4 -1.0 -0.8
0.3 0.5 -0.4
0.1 -0.5 -0.1
-0.2 0.3 0.8
1.2 -0.6 0.0
0.1 0.9 0.0
-0.3 -0.3 0.3

Summary:
**F_max**: 1.9 eV/Å
**Energy**: -9869.84440 eV
**Relative energy (zero: lowest compared OMol25 entry of this formula, charge and spin)**: 64.88 kcal/mol
**Charge**: 0
**SMILES**: C#C[C@H]1[C@H](C)N1C=O

Number 1: E_LUMO -0.0407 hartree, orbital gap 7.805 eV. Number 2: E_LUMO -0.0127 hartree, orbital gap 8.904 eV. Number 3: E_LUMO 0.0388 hartree, orbital gap 10.254 eV. Number 4: E_LUMO 0.0337 hartree, orbital gap 10.601 eV.